Formula: C3H6N4O
Source: OMol25
Level of theory: ωB97M-V/def2-TZVPD

The geometry in ORCA input format:
```
! wB97M-V def2-TZVPD RIJCOSX def2/J DEFGRID3
* xyz 0 1
N 1.728 0.238 0.420
N 0.598 -0.055 -0.364
C 0.149 -1.444 -0.245
C -1.138 -1.500 0.041
C -1.617 -0.072 0.130
O -2.702 0.440 0.171
N -0.499 0.686 -0.013
N -0.368 2.032 -0.175
H 1.734 -0.342 1.241
H 2.580 0.102 -0.163
H 0.821 -2.255 -0.463
H -1.674 -2.402 0.004
H 0.085 2.183 -1.080
H 0.302 2.387 0.498
*
```

Calculated values
**E_HOMO**: -8.7 eV
**Electronic energy**: -11213.229 eV
**E_LUMO**: 0.60 eV
**ΔE to the lowest compared entry with this formula, charge and spin**: 81.8 kcal/mol
**F_max**: 3.399 eV/A
**Gap between HOMO and LUMO**: 9.345 eV
**SMILES**: Nn1ccc(=O)n1N
**Molecular weight**: 114.11 g/mol